No. 1
{
  "formula": "C27H79NO27P6Si2",
  "method": "the ωB97M-V functional and the def2-TZVPD basis",
  "symbols": ["C", "C", "C", "O", "C", "Si", "O", "Si", "C", "C", "C", "O", "C", "N", "C", "H", "H", "H", "H", "H", "H", "H", "H", "H", "H", "H", "H", "H", "H", "H", "H", "H", "H", "H", "H", "H", "H", "H", "H", "H", "C", "O", "P", "O", "O", "C", "O", "C", "H", "H", "H", "H", "H", "H", "H", "H", "H", "C", "O", "P", "O", "O", "C", "O", "C", "H", "H", "H", "H", "H", "H", "H", "H", "H", "C", "O", "P", "O", "O", "C", "O", "C", "H", "H", "H", "H", "H", "H", "H", "H", "H", "C", "O", "P", "O", "O", "C", "O", "C", "H", "H", "H", "H", "H", "H", "H", "H", "H", "C", "O", "P", "O", "O", "C", "O", "C", "H", "H", "H", "H", "H", "H", "H", "H", "H", "C", "O", "P", "O", "O", "C", "O", "C", "H", "H", "H", "H", "H", "H", "H", "H", "H"],
  "coordinates": [[1.238, 1.439, 5.915], [1.218, 1.178, 4.281], [-0.311, 1.568, 3.727], [-0.642, 0.544, 2.723], [-1.681, 0.993, 1.784], [-3.415, 1.311, 2.614], [-4.622, 0.329, 1.778], [-5.703, -0.483, 2.900], [-4.835, -1.435, 4.330], [-3.792, -2.626, 3.816], [-2.223, -2.101, 4.013], [-1.291, -3.174, 4.403], [-6.986, 0.744, 3.738], [-8.406, 0.293, 3.451], [-9.294, 0.977, 4.501], [1.039, 2.591, 6.060], [0.316, 0.871, 6.365], [2.202, 1.043, 6.449], [2.069, 1.732, 3.699], [1.347, 0.000, 4.144], [-1.003, 1.517, 4.698], [-0.252, 2.658, 3.271], [-1.860, 0.082, 1.033], [-1.338, 1.899, 1.103], [-3.270, 0.955, 4.045], [-3.749, 2.758, 2.604], [-6.530, -1.421, 2.099], [-4.306, -0.681, 5.081], [-5.646, -2.010, 4.990], [-3.898, -3.618, 4.442], [-3.973, -2.890, 2.670], [-2.183, -1.262, 4.828], [-1.883, -1.742, 2.936], [-0.370, -2.772, 4.221], [-6.773, 1.873, 3.465], [-6.810, 0.660, 4.907], [-8.673, 0.653, 2.508], [-9.582, 0.253, 5.377], [-8.690, 1.897, 4.898], [-10.278, 1.395, 3.971], [8.345, 1.133, 3.706], [7.439, 1.836, 2.883], [6.043, 2.325, 3.524], [5.931, 2.212, 5.009], [4.933, 1.513, 2.688], [4.952, 0.105, 2.763], [5.886, 3.817, 2.939], [6.903, 4.744, 3.245], [8.151, 0.060, 3.634], [9.359, 1.335, 3.354], [8.280, 1.452, 4.750], [5.191, -0.235, 3.775], [5.692, -0.283, 2.058], [3.967, -0.277, 2.484], [7.633, 4.759, 2.430], [7.409, 4.493, 4.181], [6.459, 5.738, 3.339], [-6.650, 0.570, -2.215], [-5.416, 0.245, -2.819], [-5.218, -1.245, -3.404], [-6.452, -2.084, -3.482], [-4.029, -1.854, -2.505], [-4.250, -1.979, -1.119], [-4.482, -0.980, -4.810], [-5.156, -0.181, -5.756], [-6.602, 0.358, -1.145], [-6.832, 1.637, -2.358], [-7.481, 0.022, -2.665], [-5.275, -2.298, -0.908], [-4.055, -1.019, -0.635], [-3.558, -2.723, -0.717], [-4.818, 0.854, -5.658], [-6.240, -0.224, -5.620], [-4.911, -0.539, -6.760], [3.736, 9.433, 2.433], [4.477, 10.119, 1.446], [6.087, 10.045, 1.508], [6.658, 9.047, 2.462], [6.530, 11.571, 1.764], [6.098, 12.191, 2.954], [6.493, 9.826, -0.034], [5.986, 8.681, -0.683], [3.547, 10.097, 3.279], [2.781, 9.131, 1.998], [4.251, 8.532, 2.777], [6.126, 11.494, 3.797], [5.080, 12.564, 2.817], [6.755, 13.036, 3.171], [5.066, 8.945, -1.212], [5.779, 7.875, 0.027], [6.724, 8.332, -1.410], [7.774, -6.550, 0.497], [7.368, -5.611, 1.469], [7.009, -4.115, 0.985], [6.895, -3.917, -0.491], [8.113, -3.201, 1.718], [9.468, -3.425, 1.402], [5.677, -3.779, 1.824], [4.562, -4.623, 1.637], [8.861, -6.524, 0.393], [7.473, -7.545, 0.833], [7.304, -6.365, -0.472], [9.596, -3.639, 0.337], [9.843, -4.263, 1.995], [10.042, -2.530, 1.654], [4.564, -5.398, 2.409], [4.574, -5.093, 0.649], [3.650, -4.029, 1.735], [-6.229, -4.313, -5.275], [-6.205, -5.672, -5.657], [-6.729, -6.062, -7.132], [-6.962, -4.918, -8.064], [-8.014, -6.990, -6.849], [-9.102, -6.415, -6.161], [-5.635, -7.134, -7.626], [-4.293, -6.709, -7.692], [-7.183, -4.084, -4.793], [-5.420, -4.143, -4.561], [-6.074, -3.646, -6.127], [-9.269, -5.381, -6.476], [-8.906, -6.447, -5.086], [-10.001, -6.999, -6.373], [-3.784, -6.977, -6.762], [-4.220, -5.628, -7.848], [-3.801, -7.220, -8.524], [0.971, 0.268, -4.197], [0.995, -1.091, -4.579], [0.471, -1.480, -6.054], [0.238, -0.337, -6.987], [-0.814, -2.408, -5.771], [-1.902, -1.834, -5.083], [1.565, -2.553, -6.548], [2.907, -2.127, -6.614], [0.017, 0.498, -3.715], [1.780, 0.439, -3.483], [1.126, 0.935, -5.049], [-2.069, -0.800, -5.398], [-1.706, -1.866, -4.009], [-2.801, -2.418, -5.295], [3.416, -2.396, -5.684], [2.980, -1.047, -6.770], [3.399, -2.638, -7.446]],
  "homo_ev": -9.3,
  "e_tot_ev": -157551.14647,
  "charge": 0,
  "max_force_ev_per_a": 3.11,
  "orbital_gap_ev": 9.47
}



No. 2
{
  "formula": "C15H24Cl2NO2PRe",
  "method": "the ωB97M-V functional and the def2-TZVPD basis",
  "symbols": ["C", "C", "C", "C", "C", "C", "C", "C", "N", "Re", "C", "P", "H", "H", "H", "H", "H", "H", "H", "H", "C", "C", "H", "C", "C", "H", "H", "H", "H", "H", "H", "H", "H", "H", "H", "H", "H", "H", "H", "Cl", "C", "Cl", "C", "O", "O", "H"],
  "coordinates": [[-2.774, 0.660, -2.652], [-2.482, -0.545, -2.032], [-1.479, -0.704, -1.074], [-0.953, 0.541, -0.526], [-1.032, 1.712, -1.364], [-1.966, 1.759, -2.402], [-1.267, -2.119, -0.570], [-0.042, -3.141, -0.669], [1.319, -2.803, -1.093], [-0.659, 1.047, 1.410], [-0.148, 2.885, -1.120], [0.740, 2.406, 0.468], [-3.082, -1.410, -2.307], [-2.047, 2.677, -2.985], [-3.562, 0.734, -3.404], [-0.654, 3.857, -0.983], [0.596, 2.970, -1.926], [-1.574, -2.125, 0.495], [-2.063, -2.670, -1.120], [0.058, -3.541, 0.360], [1.254, 3.965, 1.170], [2.305, 1.806, -0.320], [-0.377, -3.977, -1.313], [1.493, -1.954, -2.274], [2.148, -2.387, 0.043], [-1.908, 2.259, 1.995], [1.917, -2.550, -3.094], [0.539, -1.528, -2.633], [2.239, -1.174, -2.045], [3.209, -2.525, -0.184], [1.967, -1.316, 0.266], [1.895, -2.956, 0.948], [2.936, 2.695, -0.491], [2.822, 1.113, 0.361], [2.115, 1.298, -1.282], [0.977, 4.772, 0.490], [0.721, 4.073, 2.121], [2.343, 3.930, 1.301], [-1.175, 2.589, 2.253], [-2.282, -2.408, 4.494], [-0.616, -1.965, 4.153], [0.228, -3.146, 3.131], [-0.558, -0.645, 3.369], [0.537, -0.034, 3.243], [-1.609, -0.289, 2.720], [-0.047, -1.837, 5.073]],
  "homo_ev": [-14.7, -15.6],
  "e_tot_ev": -57972.04445,
  "relative_energy_kj_mol": 237.15,
  "s_squared": 3.773,
  "charge": 2,
  "max_force_ev_per_a": 5.60,
  "orbital_gap_ev": [6.39, 5.82],
  "spin_multiplicity": 4
}



No. 3
{
  "formula": "C38H50IN9O3SSbY",
  "method": "the ωB97M-V functional and the def2-TZVPD basis",
  "symbols": ["Y", "N", "C", "N", "C", "N", "N", "C", "C", "C", "C", "C", "C", "N", "C", "C", "C", "C", "C", "C", "H", "H", "H", "H", "H", "H", "H", "H", "H", "H", "H", "C", "C", "N", "C", "C", "C", "O", "C", "C", "N", "C", "C", "C", "C", "C", "C", "I", "C", "O", "H", "H", "H", "H", "H", "H", "H", "H", "H", "H", "H", "H", "C", "N", "C", "C", "S", "N", "C", "C", "H", "H", "H", "H", "H", "H", "H", "H", "H", "H", "H", "H", "C", "Sb", "C", "C", "H", "H", "H", "H", "H", "H", "H", "H", "H", "C", "C", "O", "H", "H", "H", "H", "H", "H"],
  "coordinates": [[-0.302, -0.162, 0.078], [-2.143, -2.106, 4.422], [-2.081, -1.433, 3.270], [-1.151, -1.553, 2.373], [-0.147, -2.480, 2.605], [0.742, -2.800, 1.716], [0.793, -2.162, 0.533], [1.358, -2.811, -0.429], [1.544, -2.209, -1.726], [2.206, -2.913, -2.734], [2.335, -2.334, -3.984], [1.807, -1.070, -4.184], [1.174, -0.437, -3.123], [1.019, -0.980, -1.921], [-0.110, -3.205, 3.860], [0.898, -4.126, 4.157], [0.858, -4.832, 5.337], [-0.177, -4.623, 6.247], [-1.184, -3.719, 5.976], [-1.156, -3.012, 4.778], [-2.913, -1.951, 5.063], [-2.884, -0.726, 3.090], [1.698, -3.831, -0.272], [2.602, -3.896, -2.532], [2.832, -2.861, -4.784], [1.900, -0.580, -5.139], [0.745, 0.547, -3.261], [1.683, -4.278, 3.435], [1.618, -5.564, 5.555], [-0.199, -5.178, 7.171], [-1.982, -3.560, 6.687], [-1.799, -4.180, -1.285], [-1.772, -3.091, -2.304], [-1.705, -3.436, -3.560], [-1.732, -2.518, -4.524], [-1.830, -1.168, -4.276], [-1.820, -0.171, -5.413], [-2.909, 0.723, -5.393], [-1.838, -0.736, -2.925], [-1.970, 0.653, -2.623], [-1.631, 1.212, -1.500], [-1.941, 2.572, -1.343], [-1.839, 3.502, -2.386], [-2.116, 4.840, -2.183], [-2.506, 5.295, -0.935], [-2.604, 4.407, 0.124], [-2.314, 3.073, -0.097], [-2.425, 1.696, 1.550], [-1.782, -1.716, -1.886], [-1.753, -1.402, -0.628], [-1.546, -5.121, -1.761], [-2.801, -4.252, -0.864], [-1.115, -3.967, -0.467], [-1.665, -2.909, -5.531], [-1.771, -0.711, -6.364], [-0.924, 0.457, -5.335], [-3.705, 0.267, -5.690], [-2.450, 1.251, -3.401], [-1.520, 3.167, -3.361], [-2.021, 5.533, -3.005], [-2.743, 6.334, -0.784], [-2.897, 4.751, 1.103], [4.621, 3.455, -4.867], [3.698, 2.528, -4.240], [2.416, 3.124, -3.949], [4.140, 1.449, -3.538], [3.505, 1.052, -2.036], [5.081, 0.666, -4.089], [5.363, 0.645, -5.509], [5.679, -0.396, -3.313], [4.668, 4.376, -4.277], [4.290, 3.708, -5.875], [5.619, 3.039, -4.913], [1.919, 3.361, -4.893], [2.526, 4.046, -3.368], [1.807, 2.421, -3.387], [4.576, 1.153, -6.060], [5.403, -0.391, -5.842], [6.323, 1.110, -5.744], [5.930, -0.032, -2.319], [6.590, -0.730, -3.802], [5.000, -1.247, -3.206], [0.820, 0.538, 4.399], [1.650, 0.439, 2.406], [2.758, 2.266, 2.649], [3.278, -0.881, 2.900], [1.623, 0.801, 5.082], [0.399, -0.417, 4.696], [0.047, 1.302, 4.441], [3.441, 2.136, 3.480], [2.082, 3.086, 2.871], [3.324, 2.483, 1.751], [3.914, -0.369, 3.615], [3.852, -1.108, 2.006], [2.909, -1.805, 3.333], [1.577, 4.682, 0.024], [1.282, 3.362, -0.660], [0.615, 2.452, 0.236], [2.026, 5.372, -0.684], [2.266, 4.551, 0.855], [0.653, 5.131, 0.392], [2.198, 2.854, -0.979], [0.635, 3.526, -1.532], [0.151, 3.021, 0.874]],
  "homo_ev": -12.4,
  "e_tot_ev": -86278.17196,
  "relative_energy_kj_mol": 174.88,
  "charge": 2,
  "max_force_ev_per_a": 1.95,
  "orbital_gap_ev": 6.60
}